# C31H89N13O10

A 10-piece molecular cluster, C31H89N13O10 overall at a distorted geometry (wB97M-V/def2-TZVPD, the OMol25 dataset).

Structure (ORCA input):
```
! RIJCOSX wB97M-V def2-TZVPD def2/J DEFGRID3
* xyz 0 1
C -0.083 -3.655 2.948
C 0.990 -2.631 2.752
C 2.281 -3.038 3.372
O 2.315 -2.730 4.784
C 2.176 -3.718 5.759
N 1.196 -2.309 1.323
H 0.221 -4.686 2.765
H -0.970 -3.473 2.342
H -0.448 -3.744 3.971
H 0.652 -1.705 3.218
H 3.110 -2.524 2.886
H 2.439 -4.092 3.145
H 2.458 -3.373 6.754
H 2.804 -4.501 5.335
H 1.153 -4.034 5.965
H 1.896 -1.631 1.059
H 1.576 -3.057 0.761
C -3.988 -0.276 -3.361
C -5.222 -0.539 -2.594
C -6.480 -0.112 -3.385
O -6.493 1.276 -3.795
C -7.114 2.188 -2.885
N -5.165 -1.968 -2.300
H -4.045 -0.666 -4.377
H -3.133 -0.788 -2.918
H -3.615 0.747 -3.306
H -5.250 -0.014 -1.639
H -7.455 -0.368 -2.970
H -6.499 -0.717 -4.291
H -8.195 2.108 -2.775
H -6.791 3.194 -3.154
H -6.609 1.797 -2.001
H -6.012 -2.390 -2.653
H -5.248 -1.949 -1.294
C 4.745 4.985 -2.603
C 4.856 3.620 -3.264
C 3.428 3.067 -3.670
O 2.551 2.875 -2.604
C 1.152 2.720 -2.880
N 5.679 3.756 -4.427
H 3.991 4.986 -1.816
H 4.358 5.796 -3.221
H 5.684 5.308 -2.152
H 5.359 2.852 -2.676
H 3.469 2.194 -4.322
H 3.067 3.895 -4.281
H 0.753 2.242 -1.985
H 1.047 1.970 -3.663
H 0.745 3.719 -3.035
H 6.614 4.087 -4.238
H 5.843 2.968 -5.036
C 5.311 -2.193 0.748
C 5.567 -0.748 0.360
C 4.406 0.218 0.718
O 3.127 -0.273 0.404
C 2.810 -0.410 -0.957
N 6.826 -0.366 0.838
H 4.292 -2.507 0.519
H 5.554 -2.264 1.808
H 5.863 -3.008 0.281
H 5.526 -0.716 -0.729
H 4.509 1.188 0.233
H 4.372 0.366 1.798
H 2.360 0.531 -1.273
H 1.961 -1.054 -1.187
H 3.577 -0.678 -1.683
H 7.014 0.626 0.861
H 6.885 -0.677 1.797
C -1.436 -3.389 -0.937
C -1.898 -4.934 -0.767
C -3.060 -5.239 0.331
O -3.622 -6.530 0.321
C -2.727 -7.600 0.581
N -2.556 -5.228 -2.046
H -2.258 -2.700 -0.743
H -0.997 -3.124 -1.899
H -0.584 -3.174 -0.292
H -0.921 -5.416 -0.740
H -3.847 -4.493 0.219
H -2.610 -5.230 1.324
H -1.875 -7.693 -0.092
H -3.290 -8.529 0.494
H -2.416 -7.540 1.624
H -2.830 -6.189 -2.193
H -3.380 -4.646 -1.993
C 1.023 0.762 3.723
C 0.723 1.007 5.227
C 0.172 -0.232 5.986
O -0.142 0.015 7.359
C -0.012 -1.226 8.118
N 1.848 1.344 6.011
H 1.965 0.213 3.728
H 1.237 1.602 3.062
H 0.239 0.198 3.218
H -0.045 1.777 5.303
H 0.766 -1.139 5.874
H -0.673 -0.578 5.391
H -0.339 -1.031 9.139
H 1.034 -1.524 8.192
H -0.421 -2.078 7.575
H 2.568 0.708 5.701
H 1.646 1.213 6.992
C 1.108 3.804 1.004
C -0.029 4.823 0.779
C -1.235 4.521 1.690
O -1.987 3.390 1.240
C -2.750 2.790 2.313
N 0.446 6.225 0.965
H 1.895 3.838 0.252
H 0.749 2.775 1.033
H 1.482 3.995 2.010
H -0.188 4.723 -0.295
H -1.956 5.338 1.661
H -0.898 4.281 2.698
H -2.276 1.947 2.817
H -3.595 2.349 1.784
H -3.230 3.431 3.052
H 0.801 6.263 1.909
H 1.075 6.617 0.279
C 0.545 -0.635 -5.284
O 0.674 -1.106 -6.406
N -0.586 -0.457 -4.635
N 1.599 -0.123 -4.611
H -1.422 -0.817 -5.074
H -0.434 -0.295 -3.650
H 1.445 0.273 -3.695
H 2.540 -0.313 -4.926
C -3.040 2.994 -4.220
O -2.444 3.540 -3.353
N -4.273 3.279 -4.441
N -2.535 2.055 -4.946
H -4.620 3.723 -3.603
H -4.860 2.739 -5.061
H -1.812 1.528 -4.477
H -3.023 1.677 -5.746
C -0.918 0.396 -0.842
O -0.649 -0.111 -1.920
N -1.757 1.452 -0.735
N -0.501 0.097 0.423
H -1.818 2.071 0.060
H -2.062 1.806 -1.630
H -0.554 0.784 1.161
H 0.058 -0.739 0.523
*
```

**Largest force on an atom**: 0.0961 hartree/bohr
**Relative energy (zero: lowest compared OMol25 entry of this formula, charge and spin)**: 123.9 kcal/mol
**SMILES**: COC[C@H](C)N.COC[C@H](C)N.COC[C@H](C)N.COC[C@H](C)N.COC[C@H](C)N.COC[C@H](C)N.COC[C@H](C)N.NC(N)=O.NC(N)=O.NC(N)=O
**E_LUMO**: 0.38 eV
**Energy**: -73431.4899 eV